{
  "formula": "C3H34N2O13",
  "method": "ωB97M-V/def2-TZVPD",
  "species": ["C", "C", "N", "C", "N", "H", "H", "H", "H", "H", "H", "H", "H", "H", "H", "O", "H", "H", "O", "H", "H", "O", "H", "H", "O", "H", "H", "O", "H", "H", "O", "H", "H", "O", "H", "H", "O", "H", "H", "O", "H", "H", "O", "H", "H", "O", "H", "H", "O", "H", "H", "O"],
  "coordinates": [[-0.6960, 3.0569, -2.6928], [0.0369, 1.9040, -2.1056], [-0.8807, 0.8932, -1.4522], [-0.3007, -0.1022, -0.6948], [-1.2097, -0.8899, -0.1289], [0.0899, 3.5042, -3.2763], [-1.0783, 3.7654, -1.9270], [-1.4753, 2.6721, -3.2733], [0.4676, 1.3042, -3.0242], [0.8855, 2.0236, -1.2691], [-1.7819, 1.2896, -1.1848], [0.7666, -0.2200, -0.8493], [-0.6945, -1.6353, 0.5090], [-0.2125, -3.2385, -0.0744], [1.0091, -3.1995, 1.0994], [0.0761, -3.3146, 0.8571], [-2.2963, 2.4693, 2.6570], [-2.3494, 2.2100, 1.1575], [-1.8084, 2.7260, 1.8518], [0.8602, -0.3727, -3.0322], [0.2496, -0.7994, -4.2713], [0.5098, -1.1455, -3.5046], [-2.8248, -1.8090, -2.8068], [-1.8650, -2.5952, -1.6549], [-2.4716, -2.5957, -2.4495], [-1.0035, -2.9557, 3.4904], [-2.3238, -2.3368, 3.3040], [-1.3362, -2.1609, 3.2654], [2.3841, 0.1000, 1.9598], [2.5986, 1.2678, 1.0248], [2.7449, 0.2982, 1.1024], [3.3054, 0.9709, -1.1568], [3.7515, 2.0515, -2.0935], [2.9616, 1.5057, -1.9313], [-4.0648, 0.6024, 0.7179], [-2.6940, 0.1392, 0.2700], [-3.1867, 0.9531, 0.4408], [-0.1414, -0.7148, 2.3570], [0.1254, -0.4651, 3.7930], [0.4787, -0.2268, 2.9256], [3.4882, -1.7278, -0.1808], [2.1231, -1.7101, 0.1578], [2.7125, -1.9093, -0.6518], [0.0063, 2.6798, 3.5470], [-0.8302, 1.6541, 4.1778], [-0.1994, 2.3132, 4.4269], [0.6027, 2.2570, 0.5866], [0.9741, 3.1855, 1.6983], [1.4423, 2.4643, 1.1750], [0.4078, -2.3652, -2.3349], [1.5346, -3.0499, -1.5751], [0.6264, -3.1737, -1.8197]],
  "homo_ev": -9.048,
  "relative_energy_ev": 2.154
}

***

{
  "formula": "CHFN2",
  "method": "ωB97M-V/def2-TZVPD",
  "species": ["C", "N", "N", "F", "H"],
  "coordinates": [[0.5922, -0.9447, -0.8723], [0.8017, -2.0597, -0.8878], [-0.4966, 1.0930, 0.1193], [-1.3094, 0.6279, 1.0684], [0.4121, 1.2835, 0.5723]],
  "homo_ev": [-11.536, -11.536],
  "relative_energy_ev": 4.874
}

***

{
  "formula": "C3H5NOS",
  "method": "ωB97M-V/def2-TZVPD",
  "species": ["C", "C", "N", "S", "C", "O", "H", "H", "H", "H", "H"],
  "coordinates": [[1.3491, 0.3280, 0.2870], [0.7861, -0.9989, -0.4227], [-0.2727, -1.6133, -0.5229], [-1.8701, -1.1316, 0.0217], [-1.7703, 0.6022, 0.0878], [-1.2170, 1.2826, -0.8505], [1.0222, 1.3367, -0.2546], [2.3041, 0.0506, 0.6919], [0.6184, 0.3883, 1.0153], [1.5620, -1.5209, -0.9950], [-2.5120, 1.2764, 0.9419]],
  "homo_ev": -9.366,
  "smiles": "C/C=N\\SC=O",
  "relative_energy_ev": 3.653
}

***

{
  "formula": "C4H7NO4",
  "method": "ωB97M-V/def2-TZVPD",
  "species": ["C", "C", "C", "C", "N", "O", "O", "O", "O", "H", "H", "H", "H", "H", "H", "H"],
  "coordinates": [[-0.4341, -1.4108, -0.9806], [-0.7800, -1.6154, 0.4276], [0.2234, 0.3979, 0.2188], [1.5984, 1.1086, 0.5610], [-0.9092, 1.8238, -0.0720], [-1.7842, 1.5917, -0.8373], [-0.5175, 2.9099, 0.2704], [0.3204, -0.1912, -0.9944], [-0.3644, -0.4156, 1.1563], [0.2491, -2.1314, -1.4302], [-1.3006, -1.3505, -1.6227], [-1.8146, -1.7801, 0.6929], [-0.2738, -2.6015, 0.7748], [1.8681, 1.6135, -0.4565], [2.3964, 0.3144, 0.8342], [1.5227, 1.7366, 1.4578]],
  "homo_ev": -9.350,
  "relative_energy_ev": 5.303
}

***

{
  "formula": "C22H26N4O4S",
  "method": "ωB97M-V/def2-TZVPD",
  "species": ["C", "N", "C", "O", "C", "C", "C", "C", "C", "C", "O", "C", "C", "N", "C", "C", "O", "H", "H", "H", "H", "H", "H", "H", "H", "H", "H", "H", "H", "H", "H", "H", "H", "O", "C", "N", "C", "N", "C", "S", "C", "C", "C", "C", "C", "C", "C", "H", "H", "H", "H", "H", "H", "H", "H", "H", "H"],
  "coordinates": [[0.8598, -2.3725, 2.3701], [1.2408, -1.7206, 1.1209], [2.3037, -2.0545, 0.3802], [3.0717, -2.9628, 0.6966], [2.5272, -1.2830, -0.9333], [2.0567, -2.1008, -2.1428], [0.6664, -2.6809, -1.9695], [-0.4586, -1.8349, -2.0154], [-1.7452, -2.3632, -1.7993], [-1.9083, -3.7384, -1.5334], [-3.1503, -4.2427, -1.3160], [-0.7804, -4.5856, -1.4800], [0.5051, -4.0536, -1.6944], [3.9375, -0.9159, -1.1026], [4.4924, 0.1487, -0.5293], [5.9981, 0.2455, -0.5858], [3.8392, 1.0286, 0.0201], [0.7211, -3.4417, 2.2005], [-0.0715, -1.9434, 2.7420], [1.6457, -2.2292, 3.1133], [0.6557, -0.9589, 0.7897], [1.9230, -0.3780, -0.8952], [2.7609, -2.9167, -2.3145], [2.0645, -1.4619, -3.0268], [-0.3354, -0.7753, -2.1964], [-2.6137, -1.7228, -1.8258], [-3.1265, -5.1819, -1.1322], [-0.9006, -5.6355, -1.2640], [1.3724, -4.6969, -1.6273], [4.5488, -1.6130, -1.4945], [6.4272, -0.6049, -0.0583], [6.3138, 1.1696, -0.1025], [6.3254, 0.2416, -1.6236], [-0.0522, 0.7563, 0.3254], [0.1515, 1.9615, 0.2742], [1.3978, 2.3805, -0.0952], [1.6890, 3.7319, -0.1748], [0.7842, 4.6631, 0.0316], [-0.5102, 4.2817, 0.3739], [-1.8553, 5.3662, 0.7072], [-2.9073, 3.9934, 1.0491], [-2.2595, 2.7877, 0.9131], [-0.8651, 2.9681, 0.5133], [-2.9362, 1.4607, 1.1604], [-4.2826, 1.6266, 1.8836], [-5.0970, 2.7732, 1.2721], [-4.3587, 4.1100, 1.4401], [2.1665, 1.7144, -0.0373], [2.7053, 4.0369, -0.4062], [-2.2875, 0.8221, 1.7676], [-3.0906, 0.9615, 0.1989], [-4.8478, 0.6915, 1.8175], [-4.1052, 1.8353, 2.9441], [-6.0770, 2.8327, 1.7561], [-5.2620, 2.5755, 0.2076], [-4.8470, 4.8708, 0.8234], [-4.4199, 4.4343, 2.4837]],
  "homo_ev": -8.240,
  "smiles": "CNC(=O)[C@H](Cc1ccc(O)cc1)NC(C)=O.O=c1[nH]cnc2sc3c(c12)CCCC3",
  "relative_energy_ev": 0.000
}

***

{
  "formula": "C8H14Br6Cl6",
  "method": "ωB97M-V/def2-TZVPD",
  "species": ["Br", "C", "C", "Br", "H", "H", "H", "H", "Br", "C", "C", "Br", "H", "H", "H", "H", "Br", "C", "C", "Br", "H", "H", "H", "H", "C", "Cl", "Cl", "Cl", "H", "C", "Cl", "Cl", "Cl", "H"],
  "coordinates": [[-2.3754, -7.3279, -2.1807], [-0.5081, -6.6208, -2.2690], [-0.5081, -5.1219, -2.6204], [1.3034, -4.4444, -3.1330], [-0.0560, -7.1596, -3.1018], [0.0489, -6.9758, -1.4018], [-0.8207, -4.5023, -1.7799], [-1.2006, -4.8850, -3.4282], [-3.8840, 2.1309, -1.7735], [-2.1815, 2.7222, -2.6616], [-1.6800, 3.9773, -1.9377], [0.1493, 4.5562, -2.5352], [-2.3115, 2.9411, -3.7214], [-1.4061, 1.9564, -2.6825], [-1.6822, 3.8054, -0.8613], [-2.3430, 4.8313, -2.0759], [3.2874, 5.7242, 3.1597], [1.7057, 4.8222, 2.2779], [2.1492, 3.3741, 1.9945], [0.8812, 2.4389, 0.7061], [1.3955, 5.4571, 1.4480], [0.8646, 4.7863, 2.9702], [2.3996, 2.7193, 2.8291], [3.1256, 3.3562, 1.5104], [-0.3074, -0.5738, -0.2496], [0.0589, -2.3073, -0.2615], [-1.8981, -0.1822, 0.4535], [-0.1907, 0.0364, -1.9259], [0.4465, -0.1168, 0.3913], [1.2029, -1.9572, 4.5458], [1.8271, -1.0458, 5.9258], [0.5645, -0.8490, 3.2816], [-0.1122, -3.0741, 4.9807], [2.0553, -2.4916, 4.1263]],
  "homo_ev": [-11.885, -11.885],
  "total_charge": 1,
  "spin_multiplicity": 2
}